1.
17
Properties=species:S:1:pos:R:3:forces:R:3:nbo_charge:R:1 method="wB97M-V/def2-TZVPD" total_charge=-1 homo_lumo_gap_ha=0.2654 e_above_lowest_kcal_mol=65.1 e_lumo_ev=2.68 e_homo_ev=-4.54
I 1.8076 2.0339 2.0580 0.1 0.6 0.4 -0.090
I 2.1816 -0.9302 0.7345 0.2 0.4 0.3 0.286
S 1.2104 -3.0210 -0.0333 -1.8 -1.8 -2.2 2.226
O 2.2931 -3.9638 0.1885 -0.4 0.7 0.4 -0.953
O 0.8904 -2.7997 -1.4521 0.7 0.1 1.3 -0.971
O 0.0059 -3.1357 0.7832 1.1 0.0 0.0 -0.964
C -1.0728 2.3343 -0.0153 1.0 1.7 0.5 -0.617
C -0.5177 0.9353 0.4124 0.3 0.1 -3.1 -0.423
C -0.8177 -0.0819 -0.7330 1.7 -2.6 0.4 -0.638
C 0.9981 1.0183 0.2685 0.1 1.0 0.3 -0.387
H -0.5770 3.2029 0.5428 -0.1 -1.3 -0.6 0.214
H -0.7297 2.4415 -1.0766 -0.9 0.3 0.7 0.218
H -0.0688 -0.1856 -1.5825 -0.3 0.9 1.3 0.238
H -2.1550 2.6136 0.2109 1.1 -1.2 -0.8 0.214
H -0.7504 -1.1540 -0.3224 -0.7 1.6 -0.5 0.247
H -1.7045 0.0596 -1.2777 -1.7 0.3 -0.2 0.202
H -0.9934 0.6324 1.2941 -0.3 -0.6 1.6 0.199


2.
11
Properties=species:S:1:pos:R:3:forces:R:3:nbo_charge:R:1 method="wB97M-V/def2-TZVPD" homo_lumo_gap_ha="0.3072 / 0.3801" e_above_lowest_kcal_mol=133.0 e_lumo_ev="0.15 / 0.28" e_homo_ev="-8.21 / -10.06"
F 2.6688 0.5060 0.0572 -0.3 -0.6 -0.2 -0.273
N 1.9810 -0.6906 -0.0573 -4.5 1.8 1.0 0.063
C 0.1543 -0.1642 0.2322 5.8 -1.6 -0.4 0.260
C -0.0715 1.2205 -0.0584 -0.6 2.4 1.4 -0.757
C -0.7957 -1.2384 0.0044 -1.5 1.6 3.7 -0.723
H -0.8073 1.3001 -0.8682 0.5 0.2 -0.6 0.228
H -0.7747 1.6384 0.7779 1.5 -0.3 -0.9 0.236
H -1.7063 -1.1280 0.7218 1.0 0.5 -1.5 0.228
H -1.0259 -1.1502 -0.9892 -1.3 -0.5 -2.6 0.227
H -0.5106 -2.1656 0.3581 1.3 -2.1 -0.1 0.244
H 0.8878 1.8719 -0.1785 -2.0 -1.2 0.2 0.267


3.
63
Properties=species:S:1:pos:R:3:forces:R:3:mulliken_spin:R:1 method="wB97M-V/def2-TZVPD" total_charge=-6 homo_lumo_gap_ha="0.2106 / 0.1148" s_squared=0.76 e_lumo_ev="9.69 / 7.08" multiplicity=2 e_homo_ev="3.96 / 3.96"
Pb 9.0070 16.0723 10.0645 -0.5 0.4 0.0 0.000
Pb 11.7062 10.0778 13.4639 1.5 0.9 0.2 0.000
Pb 12.0514 13.2401 7.8209 -0.6 1.2 -0.8 0.000
Pb 6.7896 9.5499 11.8837 -1.1 1.1 1.6 0.001
Pb 9.5427 8.1411 9.1818 1.2 -0.1 -0.3 0.002
Pb 9.5486 12.1096 10.6072 0.0 0.6 0.4 0.002
Pb 6.6577 12.9220 7.0919 0.4 1.8 0.2 -0.001
Ag 6.7407 13.9572 13.7419 0.6 -0.3 -0.6 0.000
S 7.9979 10.6770 14.5017 -1.7 2.7 -2.9 0.003
S 9.6700 11.2030 6.3953 2.6 -0.5 1.8 0.002
S 9.2442 15.3425 6.9475 -1.4 -0.1 -3.1 -0.001
S 14.0248 11.3507 15.0198 -0.5 -3.1 0.0 0.000
S 8.4852 6.6470 11.9675 -2.2 0.5 -1.0 -0.005
S 12.4256 8.3365 10.2729 -3.1 1.3 -1.2 0.000
S 12.6537 12.9121 10.7630 -0.7 2.4 0.3 0.000
S 6.2704 9.4517 8.4828 4.5 -0.7 1.4 -0.051
S 12.1483 17.1187 8.7289 -3.4 1.5 -0.1 0.000
S 5.5478 13.2674 10.4445 5.7 6.0 -0.1 0.000
S 9.5256 15.2025 13.0206 -2.6 -2.5 0.6 0.000
O 7.8375 14.8870 6.3392 1.4 0.2 0.8 0.001
O 13.3836 17.4443 9.3390 1.9 0.4 2.4 0.000
O 9.1735 14.3019 11.7205 0.8 0.4 0.5 0.001
O 11.2857 13.4073 10.0262 1.4 0.0 -0.6 0.000
O 10.3288 14.7672 6.1195 -0.9 0.9 0.1 0.000
O 7.0156 11.8120 14.8098 1.5 -1.4 -0.2 0.000
O 5.7699 10.4606 7.6621 -1.4 2.5 -3.0 0.125
O 7.7007 9.7172 8.8753 -2.3 -0.1 -0.3 -0.005
O 6.3642 13.8546 9.2160 -0.6 -0.4 -0.3 0.001
O 5.4525 9.3634 9.6640 -1.5 -1.5 1.1 0.319
O 5.4286 14.4291 11.3762 0.3 -1.2 0.2 0.000
O 13.4896 12.4222 9.6527 0.2 0.5 0.1 0.000
O 13.1492 14.0382 11.5361 -0.3 -1.9 -1.1 0.000
O 10.3024 16.3309 12.6220 0.8 0.8 -0.5 0.000
O 9.2734 5.9534 10.9485 -0.1 0.0 0.3 0.001
O 12.6222 11.8867 14.9926 -0.4 -1.1 -1.3 0.000
O 4.3151 12.8336 10.0347 -6.1 -2.6 -2.1 0.000
O 9.1761 7.2602 13.0546 0.9 0.3 0.5 0.000
O 8.1175 15.7347 13.3758 1.0 -0.8 0.3 0.000
O 8.3820 11.7933 6.0153 -1.5 0.3 -0.2 -0.001
O 10.8408 17.1077 9.9220 3.8 0.2 -2.9 0.000
O 6.4502 12.2460 10.8854 1.4 -2.8 1.9 0.002
O 10.1108 11.9906 7.7021 -0.8 -1.6 -1.3 0.000
O 9.3215 14.6583 8.2334 0.1 -1.3 2.8 0.001
O 12.2010 7.8541 11.6147 0.8 1.1 2.1 0.000
O 7.2910 5.8998 12.4319 0.9 0.6 -1.0 0.000
O 12.1219 7.1928 9.4205 -1.1 -0.6 -1.7 0.000
O 14.0994 9.9632 14.1353 -2.1 2.3 1.0 0.000
O 11.1661 9.5137 10.0501 0.8 -2.7 0.1 -0.001
O 10.0883 14.2934 14.0150 -0.6 1.0 -0.7 0.000
O 10.6586 11.4125 5.3417 -0.1 0.2 0.3 0.000
O 14.2479 10.9102 16.4161 1.0 0.6 -0.5 0.000
O 13.6064 8.9870 9.8259 1.3 0.7 0.7 0.000
O 7.9188 7.9744 11.0242 1.5 -2.4 0.6 -0.005
O 9.2903 10.7430 15.0673 2.0 0.6 1.7 0.000
O 8.3222 10.8561 12.9035 -0.6 -0.7 1.3 0.005
O 6.1449 8.1288 7.7628 -0.2 0.0 0.6 0.602
O 12.2088 15.8248 8.0850 -0.4 -2.5 0.0 0.000
O 12.0972 11.7693 11.4840 -0.5 -1.1 1.7 0.000
O 9.2059 16.7937 7.1546 -0.1 -1.0 -0.5 0.000
O 9.5385 9.7647 6.7135 -0.1 0.7 0.1 0.003
O 7.3588 9.4000 14.7361 -1.0 -0.7 -0.5 0.001
O 11.8418 18.1214 7.7124 -0.9 0.5 0.3 0.000
O 14.9396 12.2636 14.3916 0.9 0.5 0.5 0.000


4.
9
Properties=species:S:1:pos:R:3:forces:R:3:nbo_charge:R:1 method="wB97M-V/def2-TZVPD" total_charge=-2 homo_lumo_gap_ha=0.1846 e_above_lowest_kcal_mol=27.1 e_lumo_ev=5.30 e_homo_ev=0.28
S -3.2181 1.2360 -0.3899 -0.7 0.7 0.5 -0.812
S -0.0476 -2.7443 -0.2157 1.6 -0.8 -0.7 -0.783
S 3.5687 0.6188 -0.4236 1.1 0.6 -0.7 -0.665
P -1.5549 0.2317 -0.7792 1.1 -1.1 -0.5 0.146
P 1.9758 -0.0784 0.3979 -1.7 -0.6 0.7 0.357
P -1.3285 -1.5176 0.6342 -1.9 0.8 0.8 0.062
P 0.3247 1.2780 -0.0153 0.8 0.4 0.0 -0.190
H 0.9996 2.0201 -1.0681 -0.5 -0.4 0.2 -0.037
H -0.7198 -1.0443 1.8597 0.2 0.3 -0.4 -0.078


Number 1: E_tot -1375.860384 Eh. Number 2: E_tot -272.279255 Eh. Number 3: E_tot -9187.593052 Eh. Number 4: E_tot -2561.220912 Eh.